An isolated molecule of C4H8O2, computed with ωB97M-V/def2-TZVPD.

Computed properties:
energy relative to the best compared isomer or geometry (same formula, charge and spin)	40.5	kcal per mole
SMILES	COCC(C)=O
Kohn-Sham gap	0.37767	Ha

Last column: natural (NBO) charge in e.
CARTESIAN COORDINATES (ANGSTROEM)
C1 0.9908 -1.4772 0.3516  -0.25
O1 0.7202 -0.5692 1.3942  -0.53
C2 -0.3038 0.3842 1.2420  -0.16
C3 -0.4668 1.2377 -0.0271  0.56
O2 -0.7223 2.4138 0.1304  -0.53
C4 -0.5003 0.6360 -1.4210  -0.73
H1 1.7798 -1.0760 -0.2983  0.17
H2 1.3554 -2.4060 0.8020  0.19
H3 0.1132 -1.7194 -0.2606  0.16
H4 -1.3051 -0.0683 1.3898  0.18
H5 -0.1341 1.1135 2.0367  0.22
H6 -1.2162 1.2184 -2.0044  0.24
H7 -0.7922 -0.4165 -1.4339  0.22
H8 0.4813 0.7291 -1.9012  0.24